P | This record from the Open Molecules 2025 dataset describes a cluster of 2 separate species, C9H14 in total. The level of theory is ωB97M-V with the def2-TZVPD basis set.

E_LUMO (eV): 1.0210
SMILES: Cc1ccccc1.CC
E_HOMO (eV): -8.929

Atoms and positions in Å:
C -1.084 -2.259 0.067
C -1.455 -0.804 0.265
C -1.711 -0.075 -0.899
C -2.197 1.217 -0.761
C -1.943 1.882 0.445
C -1.494 1.178 1.543
C -1.274 -0.214 1.507
H -1.837 -2.768 -0.508
H -0.803 -2.876 0.918
H -0.206 -2.276 -0.580
H -1.862 -0.589 -1.840
H -2.845 1.694 -1.483
H -1.996 2.961 0.493
H -1.376 1.678 2.499
H -1.005 -0.726 2.413
C 2.355 0.418 -0.005
C 3.433 0.129 -1.038
H 1.335 0.299 -0.371
H 2.454 -0.249 0.855
H 2.445 1.419 0.424
H 3.449 0.852 -1.850
H 4.397 -0.062 -0.569
H 3.222 -0.832 -1.523

---

Q | This record from the Open Molecules 2025 dataset describes a cluster of 2 separate species, C9H14 in total. The level of theory is ωB97M-V with the def2-TZVPD basis set.

E_LUMO (eV): 0.9318
SMILES: Cc1ccccc1.CC
E_HOMO (eV): -9.059

Atoms and positions in Å:
C 2.393 0.228 0.005
C 1.205 -0.404 -0.668
C 0.830 -1.712 -0.388
C -0.322 -2.241 -0.979
C -0.996 -1.506 -1.928
C -0.504 -0.276 -2.350
C 0.557 0.313 -1.675
H 3.180 0.505 -0.693
H 2.851 -0.323 0.833
H 2.017 1.140 0.477
H 1.556 -2.186 0.249
H -0.770 -3.110 -0.511
H -1.929 -1.903 -2.305
H -0.997 0.305 -3.108
H 1.025 1.152 -2.181
C -1.769 2.763 2.765
C -1.102 1.513 3.356
H -1.218 3.680 3.011
H -1.756 2.847 1.683
H -2.740 2.988 3.208
H -1.907 0.789 3.197
H -0.928 1.561 4.423
H -0.195 1.305 2.798

---

R | This record from the Open Molecules 2025 dataset describes a cluster of 2 separate species, C9H14 in total. The level of theory is ωB97M-V with the def2-TZVPD basis set.

E_LUMO (eV): 0.9724
SMILES: Cc1ccccc1.CC
E_HOMO (eV): -8.665

Atoms and positions in Å:
C -1.634 -1.268 2.490
C -0.283 -1.267 1.876
C -0.287 -2.189 0.718
C 0.755 -1.880 -0.207
C 1.781 -0.988 0.010
C 1.851 -0.333 1.283
C 0.756 -0.356 2.049
H -1.843 -0.235 3.069
H -1.751 -2.028 3.235
H -2.343 -1.419 1.748
H -0.844 -3.029 0.884
H 0.740 -2.483 -1.066
H 2.603 -0.877 -0.695
H 2.755 0.266 1.399
H 0.623 0.167 3.097
C -1.129 2.153 -2.250
C 0.301 2.331 -2.858
H -1.789 3.065 -2.333
H -1.544 1.188 -2.392
H -0.749 2.281 -1.144
H 0.635 1.210 -3.114
H 0.908 2.733 -2.083
H 0.487 2.957 -3.714

---

The most stable arrangement is P, and the next structure is 0.0032 hartree less stable.

---

P | This record from the Open Molecules 2025 dataset describes a cluster of 2 separate species, C9H14 in total. The level of theory is ωB97M-V with the def2-TZVPD basis set.

E_LUMO (eV): 0.9831
SMILES: Cc1ccccc1.CC
E_HOMO (eV): -8.844

Atoms and positions in Å:
C -0.757 1.668 -0.520
C -0.727 0.281 -1.079
C -0.837 0.230 -2.482
C -1.296 -0.996 -3.052
C -1.498 -2.110 -2.212
C -1.407 -2.067 -0.803
C -0.968 -0.876 -0.288
H -1.657 2.071 -0.980
H 0.130 2.303 -0.721
H -0.926 1.819 0.605
H -0.719 1.229 -3.013
H -1.546 -1.057 -4.145
H -1.677 -3.099 -2.666
H -1.676 -3.127 -0.406
H -0.872 -0.702 0.814
C 1.384 0.863 2.965
C 2.706 0.225 2.380
H 0.581 0.271 2.662
H 1.587 1.161 4.056
H 1.001 1.832 2.456
H 2.480 -0.036 1.347
H 3.004 -0.669 2.843
H 3.688 0.787 2.240

---

Q | This record from the Open Molecules 2025 dataset describes a cluster of 2 separate species, C9H14 in total. The level of theory is ωB97M-V with the def2-TZVPD basis set.

E_LUMO (eV): 1.0379
SMILES: Cc1ccccc1.CC
E_HOMO (eV): -9.019

Atoms and positions in Å:
C 0.170 0.183 -2.313
C 0.813 -0.366 -1.067
C 0.490 -1.619 -0.567
C 1.219 -2.177 0.476
C 2.240 -1.457 1.069
C 2.473 -0.144 0.679
C 1.754 0.390 -0.376
H -0.084 1.233 -2.143
H -0.698 -0.327 -2.718
H 0.948 0.208 -3.078
H -0.340 -2.183 -0.993
H 1.148 -3.220 0.742
H 2.911 -1.958 1.754
H 3.166 0.494 1.214
H 1.981 1.388 -0.739
C -1.799 1.512 1.553
C -2.692 0.950 0.445
H -1.780 0.783 2.364
H -0.790 1.632 1.163
H -2.214 2.439 1.930
H -2.540 -0.130 0.360
H -3.729 0.984 0.801
H -2.649 1.384 -0.557

---

R | This record from the Open Molecules 2025 dataset describes a cluster of 2 separate species, C9H14 in total. The level of theory is ωB97M-V with the def2-TZVPD basis set.

E_LUMO (eV): 0.9743
SMILES: Cc1ccccc1.CC
E_HOMO (eV): -9.149

Atoms and positions in Å:
C -1.600 1.318 1.568
C -0.705 0.100 1.352
C 0.057 -0.399 2.427
C 0.557 -1.686 2.292
C 0.601 -2.316 1.046
C -0.125 -1.789 0.009
C -0.871 -0.646 0.248
H -2.698 1.181 1.830
H -1.640 2.096 0.745
H -1.235 2.013 2.400
H 0.119 0.071 3.397
H 0.999 -2.029 3.201
H 1.235 -3.226 0.891
H -0.300 -2.262 -1.012
H -1.683 -0.209 -0.524
C 0.716 0.694 -3.145
C 1.260 1.273 -1.810
H -0.266 1.049 -3.364
H 1.401 0.900 -3.976
H 0.585 -0.534 -3.197
H 0.977 2.360 -1.817
H 0.430 0.986 -1.162
H 2.187 1.056 -1.399

---

S | This record from the Open Molecules 2025 dataset describes a cluster of 2 separate species, C9H14 in total. The level of theory is ωB97M-V with the def2-TZVPD basis set.

E_LUMO (eV): 0.9711
SMILES: Cc1ccccc1.CC
E_HOMO (eV): -8.629

Atoms and positions in Å:
C -2.159 -1.466 -2.496
C -1.264 -1.654 -1.373
C 0.137 -1.270 -1.499
C 0.970 -1.267 -0.411
C 0.503 -1.619 0.898
C -0.831 -1.958 0.987
C -1.814 -1.960 -0.025
H -2.184 -2.457 -2.930
H -1.771 -1.030 -3.315
H -3.136 -1.151 -2.450
H 0.470 -0.974 -2.407
H 2.084 -1.082 -0.529
H 1.052 -1.468 1.768
H -1.180 -2.077 2.001
H -2.827 -2.211 0.106
C 1.134 3.474 1.075
C 1.933 2.514 1.902
H 1.020 4.447 1.348
H 1.382 3.286 0.046
H 0.057 3.246 1.028
H 2.342 2.987 2.832
H 2.818 2.089 1.295
H 1.266 1.598 2.149

---

The most stable arrangement is Q, and the next structure is 0.0535 hartree less stable.

---

P | This record from the Open Molecules 2025 dataset describes a cluster of 2 separate species, C9H14 in total. The level of theory is ωB97M-V with the def2-TZVPD basis set.

E_LUMO (eV): 1.0280
SMILES: Cc1ccccc1.CC
E_HOMO (eV): -9.101

Atoms and positions in Å:
C 0.236 1.577 1.217
C 0.387 1.353 -0.254
C -0.495 0.576 -0.983
C -0.210 0.291 -2.327
C 0.811 0.904 -3.001
C 1.664 1.734 -2.272
C 1.472 1.932 -0.929
H -0.692 1.174 1.620
H 0.189 2.627 1.491
H 0.997 1.068 1.800
H -1.396 0.168 -0.548
H -0.891 -0.416 -2.777
H 0.997 0.706 -4.045
H 2.507 2.189 -2.768
H 2.153 2.553 -0.368
C -0.218 -2.320 1.652
C -1.722 -2.320 1.942
H 0.420 -2.439 2.526
H 0.095 -2.996 0.854
H 0.090 -1.340 1.264
H -2.208 -1.457 1.489
H -1.974 -2.411 2.993
H -2.211 -3.152 1.423

---

Q | This record from the Open Molecules 2025 dataset describes a cluster of 2 separate species, C9H14 in total. The level of theory is ωB97M-V with the def2-TZVPD basis set.

E_LUMO (eV): 1.0026
SMILES: Cc1ccccc1.CC
E_HOMO (eV): -8.920

Atoms and positions in Å:
C 2.568 0.242 1.456
C 1.597 -0.139 0.435
C 0.487 -0.911 0.860
C -0.162 -1.718 -0.055
C 0.089 -1.581 -1.401
C 1.054 -0.696 -1.870
C 1.908 -0.133 -0.922
H 2.974 1.264 1.273
H 3.556 -0.227 1.325
H 2.332 0.138 2.506
H 0.403 -1.002 1.935
H -1.054 -2.286 0.197
H -0.364 -2.153 -2.205
H 1.244 -0.531 -2.921
H 2.773 0.456 -1.220
C -2.098 1.561 -0.500
C -2.752 0.844 0.694
H -1.751 2.569 -0.289
H -1.145 1.093 -0.773
H -2.734 1.569 -1.379
H -2.171 -0.067 0.810
H -3.687 0.310 0.469
H -3.066 1.397 1.575

---

The most stable arrangement is P, and the next structure is 0.0301 hartree less stable.

---

P | This record from the Open Molecules 2025 dataset describes a cluster of 2 separate species, C9H14 in total. The level of theory is ωB97M-V with the def2-TZVPD basis set.

E_LUMO (eV): 1.0299
SMILES: Cc1ccccc1.CC
E_HOMO (eV): -9.057

Atoms and positions in Å:
C -0.594 2.232 -0.503
C -0.326 0.784 -0.889
C -1.230 0.145 -1.755
C -1.094 -1.189 -2.016
C 0.005 -1.947 -1.525
C 0.922 -1.257 -0.753
C 0.773 0.099 -0.451
H 0.341 2.768 -0.364
H -1.183 2.304 0.411
H -1.138 2.681 -1.333
H -2.058 0.749 -2.102
H -1.757 -1.758 -2.658
H 0.037 -3.015 -1.650
H 1.713 -1.808 -0.265
H 1.528 0.626 0.118
C 0.667 -0.501 3.052
C 0.646 1.004 3.083
H 0.253 -1.014 2.181
H 1.590 -1.007 3.341
H -0.012 -0.946 3.798
H 0.267 1.506 2.196
H -0.003 1.331 3.899
H 1.624 1.441 3.281

---

Q | This record from the Open Molecules 2025 dataset describes a cluster of 2 separate species, C9H14 in total. The level of theory is ωB97M-V with the def2-TZVPD basis set.

E_LUMO (eV): 1.0417
SMILES: Cc1ccccc1.CC
E_HOMO (eV): -9.003

Atoms and positions in Å:
C 3.121 0.895 0.264
C 1.770 0.780 -0.397
C 0.665 1.420 0.205
C -0.508 1.373 -0.542
C -0.628 0.415 -1.557
C 0.462 -0.209 -2.091
C 1.712 -0.118 -1.452
H 3.807 1.671 -0.062
H 3.683 -0.017 0.157
H 3.026 0.959 1.362
H 0.916 2.115 1.003
H -1.506 1.758 -0.299
H -1.546 0.252 -2.102
H 0.490 -0.632 -3.090
H 2.607 -0.670 -1.740
C -2.348 -0.809 1.932
C -2.123 -1.640 0.683
H -1.449 -0.287 2.275
H -3.103 -0.028 1.695
H -2.666 -1.419 2.776
H -2.229 -2.711 0.925
H -2.915 -1.704 -0.076
H -1.238 -1.394 0.129

---

The most stable arrangement is P, and the next structure is 0.0266 hartree less stable.

---

P | This record from the Open Molecules 2025 dataset describes a cluster of 2 separate species, C9H14 in total. The level of theory is ωB97M-V with the def2-TZVPD basis set.

E_LUMO (eV): 0.9720
SMILES: Cc1ccccc1.CC
E_HOMO (eV): -8.961

Atoms and positions in Å:
C -3.039 0.458 -0.956
C -2.060 -0.601 -0.528
C -1.829 -0.990 0.790
C -0.768 -1.855 1.080
C 0.079 -2.282 0.086
C 0.016 -1.789 -1.228
C -1.023 -0.916 -1.426
H -3.212 1.145 -0.127
H -3.991 -0.024 -1.213
H -2.786 0.928 -1.906
H -2.482 -0.534 1.528
H -0.485 -1.937 2.123
H 0.848 -3.018 0.266
H 0.802 -1.848 -1.965
H -0.931 -0.203 -2.248
C 1.930 1.418 0.710
C 3.356 1.957 0.715
H 1.886 0.336 0.817
H 1.279 1.823 1.497
H 1.335 1.719 -0.160
H 3.308 3.014 0.448
H 3.959 1.399 -0.002
H 3.807 1.798 1.696

---

Q | This record from the Open Molecules 2025 dataset describes a cluster of 2 separate species, C9H14 in total. The level of theory is ωB97M-V with the def2-TZVPD basis set.

E_LUMO (eV): 1.0686
SMILES: Cc1ccccc1.CC
E_HOMO (eV): -8.975

Atoms and positions in Å:
C 1.971 1.348 1.368
C 0.538 1.210 0.900
C -0.483 1.857 1.561
C -1.763 1.869 0.996
C -2.079 1.005 -0.043
C -1.073 0.145 -0.492
C 0.258 0.294 -0.127
H 2.549 0.476 1.102
H 2.062 1.531 2.437
H 2.437 2.220 0.897
H -0.309 2.433 2.458
H -2.414 2.730 1.107
H -2.960 1.176 -0.646
H -1.296 -0.688 -1.143
H 1.035 -0.236 -0.646
C 1.516 -2.914 -1.400
C 0.145 -3.182 -2.058
H 1.654 -2.108 -0.686
H 1.841 -3.738 -0.759
H 2.262 -2.804 -2.183
H -0.601 -2.567 -1.551
H 0.165 -2.851 -3.083
H -0.155 -4.196 -1.816

---

R | This record from the Open Molecules 2025 dataset describes a cluster of 2 separate species, C9H14 in total. The level of theory is ωB97M-V with the def2-TZVPD basis set.

E_LUMO (eV): 1.0523
SMILES: Cc1ccccc1.CC
E_HOMO (eV): -9.053

Atoms and positions in Å:
C -2.055 -1.673 -1.617
C -0.874 -0.740 -1.490
C -0.213 -0.609 -0.268
C 0.867 0.246 -0.157
C 1.286 1.000 -1.246
C 0.621 0.877 -2.451
C -0.452 0.011 -2.573
H -1.828 -2.418 -2.383
H -2.953 -1.123 -1.897
H -2.250 -2.169 -0.669
H -0.536 -1.197 0.587
H 1.399 0.361 0.776
H 2.132 1.664 -1.128
H 0.913 1.470 -3.313
H -0.960 -0.083 -3.525
C 1.227 0.514 3.963
C -0.310 0.498 3.898
H 1.596 -0.408 4.419
H 1.692 0.518 2.982
H 1.629 1.330 4.559
H -0.644 0.342 2.871
H -0.695 -0.345 4.462
H -0.776 1.410 4.264

---

S | This record from the Open Molecules 2025 dataset describes a cluster of 2 separate species, C9H14 in total. The level of theory is ωB97M-V with the def2-TZVPD basis set.

E_LUMO (eV): 1.0107
SMILES: Cc1ccccc1.CC
E_HOMO (eV): -8.982

Atoms and positions in Å:
C -1.444 -0.257 -1.628
C -0.749 -1.131 -0.625
C 0.594 -1.062 -0.301
C 1.193 -1.983 0.565
C 0.542 -3.042 1.123
C -0.789 -3.223 0.705
C -1.473 -2.344 -0.156
H -2.494 -0.632 -1.762
H -1.071 -0.346 -2.606
H -1.536 0.772 -1.067
H 1.248 -0.277 -0.829
H 2.285 -1.940 0.628
H 1.083 -3.688 1.824
H -1.419 -4.168 0.927
H -2.539 -2.437 -0.303
C 0.770 2.452 0.619
C 0.871 3.948 0.222
H 1.247 2.368 1.606
H -0.348 2.177 0.701
H 1.371 1.825 -0.072
H 0.327 4.151 -0.701
H 1.855 4.303 0.012
H 0.474 4.537 1.119

---

The most stable arrangement is R, and the next structure is 0.0251 hartree less stable.

---

P | This record from the Open Molecules 2025 dataset describes a cluster of 2 separate species, C9H14 in total. The level of theory is ωB97M-V with the def2-TZVPD basis set.

E_LUMO (eV): 1.0349
SMILES: Cc1ccccc1.CC
E_HOMO (eV): -9.026

Atoms and positions in Å:
C -0.545 -2.224 -1.560
C -0.867 -1.162 -0.552
C -0.632 0.202 -0.755
C -1.127 1.143 0.119
C -1.727 0.734 1.316
C -1.818 -0.614 1.620
C -1.320 -1.540 0.695
H -0.419 -1.878 -2.587
H -1.415 -2.843 -1.707
H 0.322 -2.812 -1.271
H -0.208 0.558 -1.673
H -0.923 2.209 0.082
H -2.241 1.466 1.923
H -2.415 -0.867 2.487
H -1.228 -2.541 1.069
C 3.235 1.672 0.574
C 2.975 1.344 -0.894
H 4.096 1.100 0.924
H 3.623 2.685 0.689
H 2.394 1.471 1.222
H 2.052 1.891 -1.117
H 2.824 0.297 -1.159
H 3.739 1.733 -1.571

---

Q | This record from the Open Molecules 2025 dataset describes a cluster of 2 separate species, C9H14 in total. The level of theory is ωB97M-V with the def2-TZVPD basis set.

E_LUMO (eV): 1.0439
SMILES: Cc1ccccc1.CC
E_HOMO (eV): -8.630

Atoms and positions in Å:
C 2.889 -0.821 -0.454
C 1.750 -0.374 0.289
C 0.515 -0.159 -0.314
C -0.554 -0.230 0.597
C -0.299 -0.280 1.963
C 1.009 -0.261 2.570
C 2.073 -0.296 1.656
H 3.897 -0.538 -0.097
H 2.908 -0.468 -1.466
H 3.056 -1.983 -0.627
H 0.279 -0.159 -1.386
H -1.547 -0.520 0.139
H -1.199 -0.204 2.652
H 1.209 -0.058 3.504
H 3.090 -0.326 2.068
C -2.504 1.514 -2.470
C -3.727 0.592 -2.281
H -2.565 2.050 -3.255
H -2.371 2.189 -1.540
H -1.791 0.676 -2.655
H -4.445 1.317 -2.356
H -3.671 -0.141 -2.950
H -3.761 0.054 -1.365

---

R | This record from the Open Molecules 2025 dataset describes a cluster of 2 separate species, C9H14 in total. The level of theory is ωB97M-V with the def2-TZVPD basis set.

E_LUMO (eV): 1.0409
SMILES: Cc1ccccc1.CC
E_HOMO (eV): -8.702

Atoms and positions in Å:
C -1.805 -1.535 -0.771
C -0.410 -0.959 -0.916
C 0.197 -0.818 -2.248
C 1.441 -0.294 -2.432
C 1.990 0.241 -1.294
C 1.445 0.207 0.000
C 0.273 -0.518 0.249
H -1.680 -2.557 -1.080
H -2.620 -1.019 -1.349
H -2.024 -1.457 0.331
H -0.433 -0.932 -3.132
H 1.767 -0.075 -3.380
H 2.914 0.806 -1.397
H 1.964 0.838 0.709
H -0.118 -0.796 1.142
C -1.713 1.385 3.303
C -0.330 1.605 2.612
H -1.636 1.431 4.315
H -2.413 2.190 3.016
H -2.376 0.581 2.732
H -0.194 2.720 2.198
H 0.579 1.432 3.187
H -0.249 0.954 1.689

---

S | This record from the Open Molecules 2025 dataset describes a cluster of 2 separate species, C9H14 in total. The level of theory is ωB97M-V with the def2-TZVPD basis set.

E_LUMO (eV): 0.9887
SMILES: Cc1ccccc1.CC
E_HOMO (eV): -9.016

Atoms and positions in Å:
C -2.823 -0.072 -0.885
C -1.844 0.437 0.067
C -0.824 1.306 -0.277
C 0.075 1.651 0.757
C 0.068 1.171 2.004
C -1.084 0.488 2.406
C -2.020 0.047 1.466
H -3.775 0.210 -0.546
H -2.772 -1.156 -0.988
H -2.664 0.400 -1.861
H -0.762 1.858 -1.274
H 0.988 2.221 0.356
H 0.891 1.376 2.687
H -1.183 0.117 3.432
H -2.976 -0.466 1.642
C 1.967 -0.816 -1.077
C 3.246 -1.638 -1.123
H 1.010 -1.483 -1.335
H 1.731 -0.140 -0.182
H 2.019 -0.035 -1.888
H 4.129 -1.024 -0.929
H 3.437 -2.129 -2.101
H 3.166 -2.321 -0.352

---

The most stable arrangement is P, and the next structure is 0.0194 hartree less stable.